## i
Here is a 12-piece molecular cluster, C36H92N4O24 overall from the OMol25 dataset. Energies are from ωB97M-V/def2-TZVPD.

- multiplicity = 1
- total charge = 0
- HOMO level (eV) = -9.12
- SMILES string = C[N+](=O)[O-].C[N+](=O)[O-].C[N+](=O)[O-].C[N+](=O)[O-].COCCOC.COCCOC.COCCOC.COCCOC.COCCOC.COCCOC.COCCOC.COCCOC

Each line ends with the Löwdin charge.
Positions of all 156 atoms, in Å:
1 C -1.0911 4.0739 3.8034  0.049
2 N 0.0414 4.6192 4.6152  -0.456
3 O 0.3089 4.0602 5.6564  0.061
4 O 0.6093 5.6007 4.1842  0.057
5 H -1.8850 4.7990 3.9686  0.096
6 H -1.3509 3.1010 4.2041  0.087
7 H -0.8065 3.9994 2.7605  0.087
8 C 3.8965 5.6992 6.1673  0.056
9 N 3.9102 4.8793 4.9050  -0.443
10 O 3.3961 3.7870 4.9641  0.053
11 O 4.4633 5.3565 3.9390  0.068
12 H 3.8746 4.9774 6.9729  0.093
13 H 3.0110 6.3223 6.0602  0.096
14 H 4.7753 6.3333 6.1634  0.091
15 C 7.0134 0.2970 1.7542  0.055
16 N 5.8673 0.9777 1.0854  -0.439
17 O 5.2216 1.7777 1.7228  0.076
18 O 5.6174 0.6337 -0.0547  0.044
19 H 6.6654 -0.7115 1.9584  0.103
20 H 7.0925 0.7644 2.7368  0.090
21 H 7.9208 0.4849 1.1968  0.098
22 C -5.7419 4.0872 0.7972  0.053
23 N -4.3623 3.8570 1.2972  -0.439
24 O -3.7485 2.9170 0.8375  0.056
25 O -3.8739 4.7014 2.0271  0.060
26 H -5.6329 4.8756 0.0550  0.107
27 H -6.4057 4.4548 1.5711  0.098
28 H -6.0374 3.1388 0.3622  0.094
29 C -0.6499 -3.1034 -2.2590  -0.096
30 O -2.0574 -3.1383 -2.2866  -0.190
31 C -2.5966 -4.2957 -1.7218  -0.218
32 C -4.0951 -4.1790 -1.6165  -0.212
33 O -4.6450 -5.4149 -1.2297  -0.150
34 C -6.0338 -5.3599 -1.2468  -0.133
35 H -0.2637 -3.9563 -2.8270  0.102
36 H -0.1461 -3.0423 -1.2872  0.091
37 H -0.3472 -2.1846 -2.7561  0.061
38 H -2.1802 -4.5326 -0.7285  0.125
39 H -2.3345 -5.1971 -2.2945  0.133
40 H -4.4594 -3.9074 -2.6185  0.126
41 H -4.4373 -3.3479 -0.9872  0.122
42 H -6.4922 -6.3135 -0.9643  0.089
43 H -6.5301 -5.1750 -2.2066  0.075
44 H -6.4185 -4.6438 -0.5076  0.092
45 C 2.5776 -1.3814 0.9675  -0.103
46 O 2.8981 -2.1824 -0.1364  -0.164
47 C 3.6465 -1.4944 -1.1229  -0.209
48 C 3.5543 -2.2481 -2.4368  -0.181
49 O 2.2966 -1.9134 -3.0172  -0.198
50 C 2.2637 -2.1633 -4.3925  -0.126
51 H 2.1775 -1.9736 1.7976  0.078
52 H 1.7794 -0.6913 0.6945  0.073
53 H 3.4098 -0.8654 1.4684  0.086
54 H 4.6919 -1.5559 -0.7955  0.114
55 H 3.3723 -0.4472 -1.2584  0.115
56 H 3.5526 -3.3219 -2.2117  0.133
57 H 4.4054 -2.0109 -3.0806  0.125
58 H 2.5385 -3.1888 -4.6858  0.093
59 H 2.9502 -1.5481 -4.9968  0.088
60 H 1.2545 -1.9860 -4.7656  0.064
61 C -3.6238 0.2576 4.4218  -0.114
62 O -2.6878 -0.2301 3.4836  -0.189
63 C -1.4207 -0.5017 4.0653  -0.189
64 C -0.5780 -1.1838 3.0059  -0.183
65 O -0.7025 -2.5933 3.1868  -0.162
66 C -0.6410 -3.3270 1.9853  -0.105
67 H -4.2113 -0.5549 4.8632  0.088
68 H -4.3568 0.8470 3.8627  0.079
69 H -3.1431 0.8799 5.1789  0.084
70 H -1.5058 -1.1172 4.9645  0.130
71 H -0.9420 0.4434 4.3592  0.116
72 H 0.4807 -0.9107 3.0617  0.111
73 H -0.8725 -0.8274 2.0204  0.098
74 H 0.3874 -3.6581 1.7955  0.085
75 H -0.9156 -2.7367 1.1059  0.058
76 H -1.3002 -4.1955 1.9707  0.085
77 C -1.8355 -0.3594 -0.4510  -0.101
78 O -0.5667 0.1417 -0.0910  -0.180
79 C -0.6534 1.4818 0.3488  -0.216
80 C 0.7074 2.0166 0.7320  -0.180
81 O 1.2242 1.3420 1.8702  -0.202
82 C 2.0630 2.0891 2.6952  -0.112
83 H -2.0401 -0.2455 -1.5189  0.071
84 H -2.6682 0.0976 0.0979  0.089
85 H -1.8809 -1.4128 -0.1772  0.071
86 H -1.3240 1.5352 1.2184  0.116
87 H -1.1215 2.1323 -0.3992  0.114
88 H 0.6818 3.1033 0.8585  0.129
89 H 1.4456 1.7837 -0.0483  0.127
90 H 1.5114 2.8116 3.3177  0.063
91 H 2.7848 2.7042 2.1438  0.088
92 H 2.6255 1.4640 3.3855  0.073
93 C -3.5827 -4.1299 -8.3460  -0.103
94 O -3.6920 -3.6795 -7.0077  -0.189
95 C -2.4745 -3.3768 -6.3632  -0.204
96 C -2.1020 -1.9243 -6.5547  -0.187
97 O -1.0029 -1.6363 -5.7007  -0.207
98 C -1.1577 -0.5286 -4.8378  -0.101
99 H -2.8020 -4.8943 -8.4029  0.085
100 H -3.3432 -3.2884 -9.0048  0.085
101 H -4.5444 -4.5415 -8.6400  0.085
102 H -1.6619 -4.0478 -6.6788  0.126
103 H -2.5987 -3.6256 -5.3069  0.125
104 H -2.9631 -1.2973 -6.2954  0.130
105 H -1.7850 -1.6447 -7.5655  0.128
106 H -2.0983 -0.5918 -4.2768  0.084
107 H -1.1267 0.3820 -5.4405  0.100
108 H -0.3707 -0.5639 -4.0876  0.058
109 C -7.6076 -2.7549 -3.1145  -0.130
110 O -6.3492 -2.1660 -2.9566  -0.184
111 C -6.2980 -1.2139 -1.9241  -0.212
112 C -5.0349 -0.3918 -2.0399  -0.199
113 O -5.1759 0.5732 -3.0802  -0.163
114 C -4.2129 1.5886 -2.9479  -0.115
115 H -8.2639 -2.1288 -3.7427  0.090
116 H -8.1543 -2.8881 -2.1760  0.090
117 H -7.5226 -3.6722 -3.6944  0.083
118 H -6.2895 -1.7016 -0.9405  0.122
119 H -7.1443 -0.5218 -2.0133  0.132
120 H -4.1782 -1.0416 -2.2621  0.118
121 H -4.8297 0.1151 -1.0910  0.116
122 H -4.1899 2.1228 -1.9875  0.077
123 H -4.4215 2.3794 -3.6730  0.092
124 H -3.2122 1.1915 -3.1560  0.068
125 C 4.4814 -0.3900 5.5821  -0.105
126 O 5.7634 0.1755 5.6791  -0.179
127 C 6.5764 -0.4620 6.6364  -0.233
128 C 7.9424 0.2041 6.6313  -0.202
129 O 7.9137 1.5869 6.9198  -0.185
130 C 7.3371 1.9293 8.1709  -0.100
131 H 4.0087 -0.5149 6.5677  0.091
132 H 4.4890 -1.4201 5.1952  0.089
133 H 3.8865 0.2530 4.9408  0.073
134 H 6.6558 -1.5491 6.5045  0.129
135 H 6.1014 -0.3335 7.6208  0.113
136 H 8.4105 0.1498 5.6502  0.125
137 H 8.5589 -0.3264 7.3725  0.124
138 H 6.2650 1.7276 8.1730  0.081
139 H 7.5164 2.9975 8.2662  0.089
140 H 7.8347 1.3932 8.9855  0.091
141 C 0.3899 3.9130 -4.7049  -0.115
142 O -0.3611 2.9758 -3.9851  -0.173
143 C 0.2724 2.2635 -2.9368  -0.201
144 C 1.5531 1.5716 -3.2651  -0.218
145 O 2.5732 2.5441 -3.3400  -0.198
146 C 3.7362 2.1049 -4.0193  -0.087
147 H 1.1979 3.4301 -5.2740  0.081
148 H 0.8159 4.7320 -4.1233  0.094
149 H -0.2305 4.3165 -5.5092  0.087
150 H -0.5482 1.5970 -2.6457  0.110
151 H 0.3971 2.8389 -2.0065  0.120
152 H 1.4486 1.0511 -4.2302  0.127
153 H 1.7714 0.8019 -2.5149  0.116
154 H 3.9485 1.0594 -3.7674  0.081
155 H 4.5691 2.7149 -3.6817  0.089
156 H 3.5646 2.1863 -5.0980  0.088

---

## ii
Here is a 12-piece molecular cluster, C36H92N4O24 overall from the OMol25 dataset. Energies are from ωB97M-V/def2-TZVPD.

- multiplicity = 1
- total charge = 0
- HOMO level (eV) = -8.95
- SMILES string = C[N+](=O)[O-].C[N+](=O)[O-].C[N+](=O)[O-].C[N+](=O)[O-].COCCOC.COCCOC.COCCOC.COCCOC.COCCOC.COCCOC.COCCOC.COCCOC

Each line ends with the Löwdin charge.
Positions of all 156 atoms, in Å:
1 C -0.3682 1.1826 -5.9854  0.056
2 N 0.5739 0.5638 -5.0072  -0.416
3 O 0.5460 0.9918 -3.8693  0.056
4 O 1.2421 -0.3781 -5.3806  0.059
5 H -0.6089 2.1748 -5.6360  0.097
6 H -1.2385 0.5351 -5.9525  0.087
7 H 0.0821 1.1456 -6.9707  0.103
8 C 0.0031 -0.2877 -0.8020  0.046
9 N 0.9796 0.2896 0.1718  -0.395
10 O 2.1511 0.0039 0.0421  0.053
11 O 0.5416 1.0278 1.0352  0.054
12 H -0.3520 -1.2351 -0.4147  0.067
13 H 0.5585 -0.4167 -1.7242  0.083
14 H -0.7760 0.4631 -0.8757  0.083
15 C 1.6321 4.2217 1.1252  0.051
16 N 2.8217 4.9520 1.6649  -0.431
17 O 3.8923 4.3798 1.6408  0.064
18 O 2.6495 6.0846 2.0775  0.048
19 H 1.3003 3.5455 1.9012  0.093
20 H 2.0021 3.7025 0.2439  0.074
21 H 0.9303 4.9758 0.7973  0.094
22 C -2.5500 -3.8798 0.6588  0.057
23 N -2.5495 -2.6042 1.4274  -0.423
24 O -1.5872 -1.8715 1.3147  0.050
25 O -3.4783 -2.4134 2.1891  0.064
26 H -1.9831 -4.5823 1.2641  0.080
27 H -2.0822 -3.7195 -0.3063  0.090
28 H -3.5868 -4.1761 0.5401  0.103
29 C -2.2053 2.5460 -2.6791  -0.083
30 O -2.5343 1.7647 -3.8169  -0.224
31 C -3.8846 1.9034 -4.2108  -0.201
32 C -4.0507 1.2938 -5.5857  -0.229
33 O -3.2622 2.0005 -6.5057  -0.200
34 C -3.5860 1.6464 -7.8350  -0.101
35 H -1.2950 2.1193 -2.2621  0.062
36 H -3.0074 2.5163 -1.9371  0.094
37 H -1.9973 3.5765 -2.9816  0.097
38 H -4.1831 2.9542 -4.2941  0.137
39 H -4.5018 1.3396 -3.4989  0.121
40 H -5.1195 1.3206 -5.8379  0.132
41 H -3.7372 0.2377 -5.5818  0.117
42 H -2.9195 2.1811 -8.5060  0.090
43 H -4.6263 1.9025 -8.0630  0.090
44 H -3.4648 0.5652 -7.9873  0.091
45 C -1.4038 8.8455 1.5791  -0.124
46 O -1.7338 7.5414 1.9719  -0.177
47 C -0.8767 7.0748 2.9950  -0.215
48 C -1.3236 5.7182 3.4371  -0.217
49 O -1.0558 4.7872 2.4244  -0.198
50 C -1.5270 3.4997 2.7109  -0.114
51 H -1.5235 9.5360 2.4202  0.088
52 H -2.0973 9.1477 0.7901  0.086
53 H -0.4141 8.8787 1.1075  0.090
54 H -0.9289 7.7719 3.8439  0.129
55 H 0.1668 7.0105 2.6578  0.118
56 H -2.4031 5.7323 3.6569  0.132
57 H -0.8192 5.4498 4.3783  0.135
58 H -1.0153 3.0611 3.5756  0.085
59 H -1.4952 2.8318 1.8549  0.082
60 H -2.5790 3.5591 3.0330  0.096
61 C -1.6614 -7.2977 2.2757  -0.118
62 O -0.5772 -6.4779 1.9618  -0.189
63 C -0.2097 -6.5673 0.6124  -0.225
64 C 0.8710 -5.5728 0.3183  -0.204
65 O 0.4683 -4.3012 0.7622  -0.186
66 C 1.4505 -3.3198 0.5216  -0.100
67 H -1.4510 -8.3710 2.1604  0.092
68 H -2.5240 -7.0777 1.6266  0.089
69 H -1.9458 -7.1314 3.3120  0.087
70 H -1.0576 -6.3904 -0.0666  0.126
71 H 0.1839 -7.5744 0.4089  0.135
72 H 1.0475 -5.5383 -0.7680  0.126
73 H 1.8172 -5.8725 0.7904  0.136
74 H 2.4620 -3.6858 0.7331  0.098
75 H 1.2340 -2.4243 1.0954  0.063
76 H 1.4629 -3.0305 -0.5420  0.075
77 C -1.4544 1.0602 8.3316  -0.116
78 O -2.3633 1.1162 7.2600  -0.172
79 C -2.4991 -0.1313 6.6153  -0.236
80 C -3.2453 0.0619 5.3264  -0.191
81 O -2.6061 0.9261 4.3996  -0.172
82 C -1.3502 0.4383 3.9954  -0.116
83 H -1.6498 1.9267 8.9613  0.086
84 H -0.4187 1.0586 7.9727  0.090
85 H -1.5927 0.1628 8.9493  0.086
86 H -3.0459 -0.8566 7.2369  0.129
87 H -1.4994 -0.5503 6.4385  0.114
88 H -4.2226 0.4969 5.5422  0.130
89 H -3.4006 -0.9007 4.8185  0.112
90 H -1.0275 0.9146 3.0767  0.056
91 H -1.3302 -0.6457 3.8730  0.068
92 H -0.6056 0.6918 4.7640  0.098
93 C 4.3250 -3.8615 -1.5797  -0.116
94 O 4.8391 -2.7173 -0.9542  -0.169
95 C 4.6712 -1.5156 -1.7033  -0.192
96 C 5.5436 -1.4092 -2.9290  -0.190
97 O 5.2013 -2.2268 -4.0335  -0.193
98 C 3.9274 -1.9364 -4.5684  -0.112
99 H 4.7202 -3.9946 -2.5870  0.088
100 H 3.2244 -3.8595 -1.6132  0.056
101 H 4.5926 -4.7008 -0.9349  0.093
102 H 4.8875 -0.6875 -1.0379  0.105
103 H 3.6040 -1.4580 -1.9683  0.114
104 H 6.5728 -1.6333 -2.6420  0.137
105 H 5.5373 -0.3520 -3.2346  0.114
106 H 3.1091 -2.2744 -3.9294  0.060
107 H 3.8584 -2.4796 -5.5125  0.095
108 H 3.8480 -0.8683 -4.7975  0.078
109 C 3.3283 5.5290 -1.9933  -0.106
110 O 3.3493 4.1574 -1.7136  -0.204
111 C 3.5210 3.3835 -2.8786  -0.207
112 C 3.7037 1.9436 -2.5109  -0.208
113 O 4.9169 1.6827 -1.8328  -0.194
114 C 4.9268 1.9863 -0.4362  -0.086
115 H 2.5723 5.7829 -2.7480  0.091
116 H 4.3061 5.8721 -2.3637  0.096
117 H 3.1298 6.0984 -1.0859  0.083
118 H 4.3555 3.7557 -3.4866  0.133
119 H 2.6216 3.4909 -3.5139  0.127
120 H 3.7873 1.3593 -3.4327  0.117
121 H 2.8504 1.5545 -1.9460  0.112
122 H 5.4949 1.2025 0.0669  0.087
123 H 3.9147 2.0630 -0.0421  0.066
124 H 5.4214 2.9409 -0.2469  0.083
125 C 2.2047 -0.8300 3.2715  -0.103
126 O 0.9800 -1.4176 3.6289  -0.191
127 C 1.1133 -2.7672 3.9629  -0.207
128 C -0.2351 -3.3932 4.1725  -0.196
129 O -0.6862 -3.1646 5.4926  -0.171
130 C -1.9416 -3.7452 5.7102  -0.118
131 H 2.9441 -1.1088 4.0486  0.094
132 H 2.2225 0.2529 3.2323  0.088
133 H 2.6066 -1.2822 2.3569  0.073
134 H 1.7372 -2.8938 4.8624  0.138
135 H 1.6536 -3.3043 3.1693  0.114
136 H -0.1499 -4.4674 3.9436  0.127
137 H -0.9514 -2.9906 3.4460  0.104
138 H -1.9233 -4.8312 5.5558  0.085
139 H -2.7100 -3.3112 5.0542  0.080
140 H -2.2347 -3.5325 6.7383  0.087
141 C -4.1910 -1.3276 -1.0077  -0.085
142 O -3.4747 -2.1625 -1.9002  -0.180
143 C -2.8009 -1.4423 -2.9042  -0.208
144 C -1.7984 -2.3250 -3.5807  -0.210
145 O -0.7458 -2.6662 -2.7079  -0.189
146 C 0.2425 -3.4135 -3.4050  -0.078
147 H -3.5167 -0.8872 -0.2668  0.082
148 H -4.9492 -1.9414 -0.5299  0.093
149 H -4.6612 -0.5045 -1.5595  0.084
150 H -2.2841 -0.5595 -2.5051  0.115
151 H -3.5256 -1.1142 -3.6656  0.121
152 H -1.4000 -1.8201 -4.4764  0.123
153 H -2.2779 -3.2403 -3.9613  0.135
154 H 0.7658 -2.7543 -4.1104  0.074
155 H -0.2149 -4.2136 -3.9958  0.094
156 H 0.9407 -3.7950 -2.6657  0.065

---

Which one sits at the top of the stability order? ii does.

---

## i
Here is one molecule with the formula C2H2N4O2 from the OMol25 dataset. Energies are from ωB97M-V/def2-TZVPD.

- multiplicity = 1
- total charge = 0
- HOMO level (eV) = -9.77
- SMILES string = C=NN=c1onno1

Each line ends with the natural charge from an NBO analysis.
Positions of all 10 atoms, in Å:
1 C 3.1223 -0.0854 0.1981  -0.103
2 N 1.8993 -0.3508 -0.3023  -0.277
3 N 1.0432 0.7777 -0.1602  -0.377
4 C -0.1958 0.3514 -0.0845  0.710
5 O -0.5225 -0.9568 0.0750  -0.296
6 N -1.9170 -0.9629 0.0025  0.122
7 N -2.4245 0.1472 0.0900  0.144
8 O -1.3754 1.1290 0.0387  -0.323
9 H 3.7420 -1.0853 0.1424  0.192
10 H 3.6748 0.8324 0.8563  0.208

---

## ii
Here is one molecule with the formula C2H2N4O2 from the OMol25 dataset. Energies are from ωB97M-V/def2-TZVPD.

- multiplicity = 1
- total charge = 0
- HOMO level (eV) = -10.49
- SMILES string = [H]/N=C/n1nnc(=O)o1

Each line ends with the natural charge from an NBO analysis.
Positions of all 10 atoms, in Å:
1 H 0.1392 2.9488 -1.4819  0.400
2 N 0.2887 1.8694 -1.1736  -0.654
3 C -0.7593 1.0297 -0.8560  0.220
4 N -0.4442 -0.0570 0.2566  -0.028
5 N -0.8591 -1.4079 -0.0187  0.049
6 N -0.1913 -2.2821 0.7003  -0.192
7 C 0.9404 -1.3981 1.2452  0.766
8 O 1.9694 -1.8175 1.7976  -0.525
9 O 0.8163 -0.0711 0.8604  -0.282
10 H -1.9002 1.1857 -1.3299  0.245

---

## iii
Here is one molecule with the formula C2H2N4O2 from the OMol25 dataset. Energies are from ωB97M-V/def2-TZVPD.

- multiplicity = 1
- total charge = 0
- HOMO level (eV) = -10.95
- SMILES string = O=Cn1nnnc1O

Each line ends with the natural charge from an NBO analysis.
Positions of all 10 atoms, in Å:
1 O 2.3023 -0.1441 0.1264  -0.487
2 C 1.3841 -0.9122 -0.0350  0.544
3 N 0.0672 -0.5077 -0.0174  -0.312
4 N -0.9582 -1.3884 -0.0143  -0.049
5 N -2.0516 -0.7180 0.1167  -0.015
6 N -1.7819 0.6283 0.0232  -0.359
7 C -0.4827 0.7230 0.0168  0.627
8 O 0.3206 1.8130 -0.0054  -0.612
9 H 1.4852 -2.0441 -0.1639  0.159
10 H -0.2850 2.5503 -0.0472  0.504

---

Which one sits at the top of the stability order? iii does.